one.
{"formula": "C2H3O2S2", "method": "ωB97M-V with the def2-TZVPD basis set", "charge": -1, "orbital_gap_ev": 7.0, "symbols": ["O", "H", "C", "S", "C", "O", "H", "H", "S"], "positions_angstrom": [[1.028, -0.789, 1.269], [-0.198, -2.520, 1.143], [0.436, 0.998, -0.561], [-0.977, 1.445, 0.486], [0.300, -0.895, 0.315], [-0.394, -2.204, 0.287], [1.454, 1.207, -0.144], [-1.919, 1.478, -0.502], [0.269, 1.280, -2.293]]}

=====

two.
{"formula": "C2H3O2S2", "method": "ωB97M-V with the def2-TZVPD basis set", "charge": -1, "orbital_gap_ev": 7.6, "symbols": ["H", "C", "O", "S", "H", "S", "C", "H", "O"], "positions_angstrom": [[1.767, -0.824, -3.044], [-0.870, 0.996, 2.280], [-0.425, -1.035, -0.533], [2.384, -0.677, -1.872], [-0.246, 1.813, 2.051], [0.370, 0.122, -0.859], [-1.182, -0.141, 2.000], [-1.606, -1.187, 1.990], [-0.191, 0.934, -2.014]]}

=====

The least stable of the structures above is two, whereas one is the most stable.